ORCA calculation (ωB97M-V/def2-TZVPD) on a structure of composition C45H48Cl2HoN3O3PSi2 at a distorted geometry.

Summary:
Max |F|: 0.076 Eh/bohr
Kohn-Sham gap (spin up / spin down): 7.3 / 7.3 eV
E_HOMO (spin up / spin down): -0.36241 / -0.36241 Ha

The geometry in ORCA input format:
```
! wB97M-V def2-TZVPD RIJCOSX def2/J DEFGRID3
* xyz 1 5
Ho -0.36599 0.79395 -0.23179
C 1.52670 3.32950 -3.40288
Si 2.01563 2.34526 -1.84007
C 1.82770 0.47631 -2.03351
C 3.96092 2.49018 -1.65859
C 0.97324 2.95275 -0.30085
C 0.00767 4.07058 -0.48704
C 0.32615 5.45073 -0.51204
C -0.66131 6.44433 -0.47353
C -2.01804 6.12920 -0.07265
C -2.29051 4.79534 0.00416
N -1.36169 3.83785 -0.28738
Si 1.99305 3.15926 1.32225
C 3.13159 1.69423 1.56525
C 2.98680 4.68897 1.21558
C 0.77991 3.29714 2.81109
H 1.76578 2.89489 -4.39265
H 1.89192 4.36920 -3.28295
H 0.42662 3.29025 -3.34801
H 0.82039 -0.08161 -1.91494
H 2.71090 -0.00501 -1.57780
H 1.86646 0.42534 -3.14908
H 4.49793 2.81808 -2.51191
H 4.25058 1.40326 -1.58007
H 4.25890 3.04882 -0.80166
H 1.35860 5.70128 -0.53570
H -0.45854 7.45791 -0.75996
H -2.77898 6.82117 0.07395
H -3.27517 4.42608 0.21901
H 4.11256 1.86325 1.18654
H 2.68868 0.77915 1.10372
H 3.06190 1.40486 2.65123
H 3.22612 5.02614 0.21536
H 3.92968 4.53081 1.72067
H 2.42603 5.53569 1.70076
H -0.18266 2.72249 2.68151
H 0.48838 4.33677 3.11543
H 1.28673 2.84127 3.70059
O -1.81292 1.96188 -2.71530
N -1.76715 2.57743 -0.54553
C -2.72368 2.48138 -1.72495
C -3.97651 1.70570 -1.42477
C -5.14030 2.47840 -1.21930
C -6.34227 1.88275 -0.92413
C -6.39158 0.48447 -0.83341
C -5.23368 -0.31830 -1.00599
C -4.02909 0.28822 -1.34592
P -2.55885 -0.78562 -1.49267
C -2.78642 -2.27747 -0.51478
C -3.20985 -2.07767 0.84303
C -3.27787 -3.19029 1.72787
C -2.88319 -4.47506 1.26081
C -2.60098 -4.67198 -0.07378
C -2.50661 -3.59992 -0.95302
C -2.44527 -1.32961 -3.13909
C -1.27289 -1.10134 -3.87754
C -1.24299 -1.50345 -5.20647
C -2.22841 -2.23688 -5.79980
C -3.43102 -2.36342 -5.10956
C -3.54096 -1.89902 -3.82964
H -2.27415 1.83970 -3.56380
H -3.03933 3.45786 -2.07761
H -5.02898 3.59342 -1.36024
H -7.20372 2.50955 -0.63473
H -7.31932 -0.03480 -0.58648
H -5.30904 -1.43482 -0.93348
H -3.45316 -1.02126 1.07011
H -3.62989 -3.04546 2.72992
H -2.78277 -5.33710 1.91595
H -2.44450 -5.63192 -0.46168
H -2.21226 -3.79045 -1.97311
H -0.37568 -0.64850 -3.46361
H -0.38310 -1.23607 -5.82499
H -2.15210 -2.67653 -6.82570
H -4.25190 -2.91615 -5.56837
H -4.46011 -2.08743 -3.26984
Cl 4.03664 -3.15130 -0.33093
C 3.65388 -4.58350 0.48835
C 4.16764 -5.80823 0.11104
C 4.00991 -6.94418 0.96747
C 3.29161 -6.80288 2.16899
C 2.76665 -5.57029 2.53554
Cl 2.09851 -5.41121 4.13210
C 2.96522 -4.44402 1.72942
N 2.27025 -3.23615 1.99764
C 2.61182 -2.42009 3.18285
C 3.89496 -2.47739 3.61597
C 4.28160 -1.81328 4.80660
C 3.38119 -0.96818 5.46129
C 2.07541 -0.79762 4.86328
C 1.71313 -1.48854 3.77592
C 0.30276 -1.36851 3.23376
C 0.10998 -0.55214 1.96233
O 0.87219 -0.76332 0.92004
O -0.91150 0.20397 1.87274
H 4.75398 -5.78206 -0.81905
H 4.30489 -7.92187 0.60267
H 3.21808 -7.65031 2.90376
H 2.15002 -2.58793 1.24789
H 4.63654 -3.05580 3.00715
H 5.31483 -2.09100 5.23309
H 3.64750 -0.39888 6.32665
H 1.38969 -0.14611 5.44755
H -0.30029 -0.74576 3.95739
H -0.18933 -2.35935 3.19803
*
```

---

ORCA calculation (ωB97M-V/def2-TZVPD) on a structure of composition NO3PS at a distorted geometry.

Summary:
Max |F|: 0.059 Eh/bohr
Kohn-Sham gap: 10.5 eV
Relative energy (zero: lowest compared OMol25 entry of this formula, charge and spin): 68.0 kJ/mol
E_HOMO: -0.40892 Ha

The geometry in ORCA input format:
```
! wB97M-V def2-TZVPD RIJCOSX def2/J DEFGRID3
* xyz 0 1
N -0.03518 -1.45277 -0.24799
O -2.15306 0.60148 -0.67983
O 0.16351 0.89210 0.75187
O 2.23374 -0.02985 -0.15414
P -1.60448 0.12196 0.56326
S 0.84790 -0.27499 0.04543
*
```